{
  "formula": "C4H11NO",
  "method": "ωB97M-V/def2-TZVPD",
  "symbols": ["C", "N", "C", "C", "C", "H", "H", "H", "H", "H", "H", "H", "H", "H", "H", "H", "O"],
  "xyz": [[1.32400, -0.93974, -2.80204], [1.10903, -1.74538, -1.63518], [0.77524, -0.95132, -0.44839], [-0.07774, 1.35894, -0.61240], [-0.36642, 0.06738, -0.61721], [0.35323, -0.54533, -3.12625], [1.42468, -1.60437, -3.66660], [2.17300, -0.23689, -2.77571], [1.86599, -2.39728, -1.39827], [0.56097, -1.52303, 0.45332], [1.66903, -0.37786, -0.14436], [-0.83332, 2.09207, -0.82521], [0.93947, 1.70852, -0.70066], [-1.23679, -0.53022, -0.86484], [-2.82910, 2.56684, 4.69960], [-2.38716, 1.01839, 4.90516], [-2.41794, 1.91623, 5.25711]],
  "forces_ev_per_a": [[-1.682, -1.544, -2.595], [2.127, 2.394, 2.136], [-1.295, 0.695, 0.692], [-0.805, -0.277, -1.168], [1.795, -1.518, -0.668], [0.330, 1.023, 0.774], [0.959, -0.250, 0.232], [-0.411, -0.139, 0.460], [-0.606, -0.677, -0.467], [0.109, -0.802, -0.304], [0.412, -0.220, -0.485], [-0.285, 0.248, 0.268], [0.208, 0.012, 0.696], [-0.846, 1.053, 0.424], [-0.324, -0.263, -0.687], [-0.407, 0.643, -0.399], [0.721, -0.380, 1.089]],
  "lowdin_spin": [0.0791, 0.6807, 0.0890, -0.0014, 0.0151, 0.0090, 0.0055, 0.0396, 0.0153, 0.0080, 0.0568, -0.0003, 0.0012, 0.0026, 0.0000, 0.0000, 0.0000],
  "total_energy_ev": -7853.44533,
  "charge": 1,
  "s_squared": 0.754,
  "orbital_gap_ev": [9.87, 4.78],
  "multiplicity": 2
}

***

{
  "formula": "C36H85N3O8",
  "method": "ωB97M-V/def2-TZVPD",
  "symbols": ["C", "C", "C", "O", "H", "H", "H", "H", "H", "H", "H", "H", "C", "C", "C", "O", "H", "H", "H", "H", "H", "H", "H", "H", "C", "C", "C", "O", "H", "H", "H", "H", "H", "H", "H", "H", "C", "C", "C", "O", "H", "H", "H", "H", "H", "H", "H", "H", "C", "O", "C", "C", "N", "C", "C", "O", "C", "H", "H", "H", "H", "H", "H", "H", "H", "H", "H", "H", "H", "H", "H", "H", "C", "C", "C", "C", "C", "C", "N", "O", "C", "C", "C", "H", "H", "H", "H", "H", "H", "H", "H", "H", "H", "H", "H", "H", "H", "H", "H", "H", "H", "H", "C", "C", "C", "C", "C", "C", "N", "O", "C", "C", "C", "H", "H", "H", "H", "H", "H", "H", "H", "H", "H", "H", "H", "H", "H", "H", "H", "H", "H", "H"],
  "xyz": [[4.32675, 0.89312, 0.41009], [4.20531, -0.38703, -0.39721], [4.28204, -1.56260, 0.55472], [3.01581, -0.43548, -1.20759], [5.24031, 0.90258, 1.00456], [3.52533, 1.08931, 1.12237], [4.40303, 1.79263, -0.20079], [4.94402, -0.46988, -1.19442], [3.88414, -2.39428, -0.02675], [3.62386, -1.46915, 1.41852], [5.30347, -1.83374, 0.82165], [2.33929, 0.02632, -0.70693], [1.21973, -3.46939, -2.79744], [2.26838, -2.98241, -3.70844], [2.05436, -1.54696, -4.26300], [3.33962, -2.78116, -2.84288], [0.19884, -3.58995, -3.15986], [1.02876, -2.67351, -2.07758], [1.53730, -4.37758, -2.28516], [2.54649, -3.68643, -4.49272], [1.90250, -0.69026, -3.60641], [1.10366, -1.56374, -4.79591], [2.86120, -1.27308, -4.94277], [3.17119, -1.90439, -2.49002], [1.77711, 6.02516, 4.45749], [1.13025, 6.73505, 3.28332], [-0.12282, 6.05088, 2.74141], [0.73581, 8.01968, 3.67752], [1.04414, 5.53859, 5.10102], [2.46537, 6.67116, 5.00253], [2.38938, 5.25954, 3.98099], [1.90243, 6.88824, 2.52941], [-0.03977, 5.05665, 2.30244], [-0.55080, 6.72868, 2.00282], [-0.90614, 5.98591, 3.49658], [0.06021, 8.02535, 4.35952], [-0.87182, 0.10841, -0.22481], [-0.05813, 1.45724, -0.04988], [0.68245, 1.55386, 1.27691], [0.80639, 1.57947, -1.12442], [-1.43859, -0.20202, 0.65298], [-0.20292, -0.68306, -0.56286], [-1.59969, 0.36085, -0.99587], [-0.73205, 2.30568, -0.16850], [1.47876, 0.82559, 1.43051], [-0.05862, 1.44165, 2.06832], [1.08539, 2.56660, 1.26737], [0.32831, 1.89860, -1.89332], [-3.90126, 0.97280, 1.46105], [-3.13116, 1.35551, 2.59527], [-3.46865, 0.82348, 3.82529], [-2.66469, 1.40141, 5.02294], [-1.19731, 1.35178, 4.82239], [-0.42751, 2.12296, 5.82440], [1.06634, 2.07069, 5.46024], [1.30911, 2.70849, 4.25979], [2.56994, 2.52668, 3.69594], [-3.45671, 1.21401, 0.49550], [-4.91971, 1.34223, 1.58095], [-3.81654, -0.10852, 1.56906], [-3.32245, -0.24467, 3.66471], [-4.52157, 0.97601, 4.06231], [-2.90574, 0.89343, 5.95672], [-2.93902, 2.44238, 5.19390], [-0.94588, 1.66265, 3.89490], [-0.35309, 1.68128, 6.81812], [-0.88483, 3.11076, 5.88105], [1.58016, 1.13835, 5.69437], [1.53643, 2.76498, 6.15671], [3.36206, 2.94530, 4.31676], [2.56158, 3.06218, 2.74658], [2.81282, 1.46410, 3.69283], [-1.91575, -7.91950, 0.48848], [-0.98383, -6.99686, -0.29180], [-1.85305, -5.86100, -1.05102], [-2.19811, -4.69708, -0.15708], [-0.84687, -4.11822, 0.34279], [-0.15696, -5.08291, 1.31170], [0.05345, -6.35803, 0.61401], [0.80129, -7.29855, 1.29213], [1.30322, -4.52577, 1.66316], [-0.89153, -5.19380, 2.64047], [-0.15937, -7.70508, -1.37792], [-2.83217, -8.22791, -0.01466], [-2.22738, -7.49316, 1.44202], [-1.35008, -8.74334, 0.92367], [-1.22278, -5.50690, -1.86678], [-2.82388, -6.15821, -1.44759], [-2.93137, -4.99293, 0.59318], [-2.70994, -3.99606, -0.81642], [-1.01649, -3.12942, 0.76893], [-0.24346, -3.89692, -0.53757], [1.85252, -5.24197, 2.27427], [1.96629, -4.44045, 0.80226], [1.15596, -3.56139, 2.14934], [-1.09313, -4.13317, 2.79050], [-1.87501, -5.66367, 2.63088], [-0.25474, -5.64883, 3.39912], [-0.68228, -7.88577, -2.31707], [0.25131, -8.67804, -1.10815], [0.70655, -7.11223, -1.67256], [0.15986, -7.81107, 1.78963], [-2.48247, 1.47723, -5.19802], [-1.29870, 1.47122, -4.24709], [0.06582, 1.71983, -4.97408], [0.44127, 3.17882, -5.26122], [0.23075, 3.98622, -3.97298], [-1.09573, 3.87103, -3.25964], [-1.40994, 2.46907, -3.10929], [-2.64644, 2.17230, -2.46681], [-0.86503, 4.63486, -1.92456], [-2.08815, 4.68526, -4.00704], [-1.16522, 0.05384, -3.67174], [-2.63567, 2.41407, -5.73369], [-3.38683, 1.33677, -4.60600], [-2.47483, 0.68077, -5.94212], [0.97749, 1.33346, -4.51841], [0.06455, 1.12705, -5.88879], [-0.14052, 3.62298, -6.06890], [1.43959, 3.30562, -5.67999], [0.43045, 5.04814, -4.11627], [1.02419, 3.65998, -3.30058], [-1.76194, 4.47443, -1.32632], [-0.05368, 4.13981, -1.39093], [-0.58756, 5.68893, -1.93176], [-3.03397, 4.56256, -3.47933], [-1.96098, 5.76775, -4.01878], [-2.19335, 4.33005, -5.03215], [-1.19874, -0.72684, -4.43169], [-2.06074, -0.19734, -3.10337], [-0.35351, -0.21912, -2.99740], [-3.33479, 2.52053, -3.03822]],
  "forces_ev_per_a": [[0.555, 1.009, -0.341], [-0.227, 0.206, 0.010], [-0.425, -1.004, -0.995], [0.237, 0.159, 0.829], [0.154, -0.327, 0.031], [-0.237, -0.438, -0.138], [-0.171, -0.028, -0.295], [0.651, 0.095, 0.496], [0.077, -0.363, 0.124], [0.188, 0.263, 0.159], [-0.025, 0.260, 0.263], [-0.672, 0.269, -0.365], [-2.249, -0.083, 0.608], [0.336, 2.383, 0.016], [-1.533, -0.872, -1.645], [2.435, -0.726, 0.544], [0.002, -0.471, -0.754], [0.448, -0.014, 0.487], [-0.021, 0.056, 0.043], [-0.011, 0.054, -0.097], [0.347, -0.576, 0.910], [0.005, 0.170, -0.646], [-0.023, -0.152, -0.092], [0.292, 0.208, 0.649], [0.432, -0.705, -0.812], [-0.703, -0.439, 0.924], [-0.192, 0.114, -0.502], [0.198, 1.851, -0.152], [0.070, 0.103, 0.142], [-0.240, 0.140, 0.048], [0.053, -0.431, 0.436], [-0.224, 0.039, -0.251], [0.383, 0.006, 0.027], [0.091, -0.135, -0.299], [0.181, -0.078, 0.444], [-0.042, -0.461, 0.009], [0.109, 1.599, 0.029], [-1.400, -1.608, 0.415], [-0.622, 0.554, -0.747], [2.066, -0.222, -0.353], [0.220, 0.055, 0.200], [0.007, -0.052, 0.032], [-0.022, -0.481, -0.152], [-0.519, -0.074, 0.705], [-0.079, -0.104, -0.201], [0.170, 0.104, 0.073], [0.256, -0.047, 0.475], [-0.581, 0.048, -0.392], [0.279, -1.282, 1.527], [1.490, 2.881, -0.674], [-0.092, -0.704, 0.431], [1.168, 0.211, -1.128], [-0.312, -0.762, 1.062], [0.492, -1.385, -1.527], [-0.218, 2.426, 1.616], [-0.767, -0.309, -1.649], [0.281, 0.023, 0.692], [0.167, 0.620, 0.399], [-0.122, -0.126, -0.321], [-0.953, -0.562, -0.755], [0.055, -0.567, 0.871], [-0.380, 0.085, -0.001], [-0.152, -0.388, -0.170], [-0.447, 0.379, -0.178], [-0.113, 0.210, -0.014], [-0.999, -0.302, 0.158], [0.590, 0.533, 0.262], [-0.371, -0.618, -0.884], [0.173, 0.013, 1.000], [0.150, 0.488, 0.303], [0.208, -0.555, -0.070], [-0.019, -0.240, -0.837], [0.337, -0.044, 1.183], [-0.205, 1.303, -0.634], [0.947, -0.672, 1.119], [1.051, 0.427, -0.525], [-1.322, -0.004, 0.054], [1.921, -0.566, -0.177], [-1.116, 1.075, -2.414], [0.106, -0.305, 0.316], [-1.042, -0.614, -0.424], [-0.323, 0.825, -0.330], [0.242, -0.590, -0.495], [0.368, -0.257, -0.245], [-0.375, 0.822, -0.178], [-0.080, -0.782, -0.757], [-0.113, 0.070, -0.123], [0.330, -1.069, -0.231], [0.268, 0.086, 0.388], [0.001, 0.416, 0.221], [0.120, -0.061, 0.579], [0.228, -0.397, 0.008], [-0.367, 0.133, 0.501], [-0.484, 0.336, -0.419], [0.347, -0.015, 0.131], [0.002, -0.003, 1.141], [0.116, -0.243, -0.260], [-0.143, 0.218, 0.116], [-0.564, 0.067, 0.109], [-0.105, -0.041, 0.461], [-0.096, 0.310, 0.275], [-0.049, -0.341, 0.594], [-0.528, 0.475, -0.013], [2.503, 0.243, 0.098], [0.406, 0.497, -0.960], [-1.376, 0.592, -0.204], [1.708, -0.375, -0.521], [1.305, 2.023, -0.313], [0.107, -2.069, 0.307], [0.929, 0.594, 0.750], [-0.296, -1.887, 0.925], [-1.845, -0.058, -0.622], [-1.296, -0.834, 0.619], [0.237, 0.062, -0.011], [-0.177, -0.161, -0.090], [0.326, -0.126, 0.115], [-0.413, -0.369, 1.079], [-0.343, 0.080, -0.301], [-0.626, -0.119, -0.036], [0.356, -0.322, 0.520], [-0.079, 0.067, -0.194], [0.124, -0.152, 0.344], [-0.076, 0.356, 0.216], [0.120, -0.124, 0.179], [-0.347, -0.038, -0.755], [-0.492, -0.045, -0.309], [0.612, -0.055, 0.073], [-0.222, 0.158, -0.034], [0.281, 0.315, -0.538], [-0.223, 0.238, 0.151], [0.361, 0.763, -0.182], [-0.888, 0.271, -0.296]],
  "lowdin_spin": [0.0015, 0.0003, 0.0004, 0.0006, 0.0002, 0.0000, 0.0013, 0.0001, 0.0000, 0.0002, 0.0000, 0.0001, 0.0027, 0.0010, 0.0032, 0.0001, 0.0029, 0.0003, 0.0001, 0.0002, 0.0001, 0.0013, 0.0010, 0.0000, 0.0013, 0.0023, 0.0068, 0.0012, 0.0001, 0.0002, 0.0002, 0.0014, 0.0010, 0.0036, 0.0012, 0.0003, 0.0061, 0.0034, 0.0017, 0.0014, 0.0015, 0.0005, 0.0045, 0.0028, 0.0002, 0.0002, 0.0009, 0.0001, 0.0431, 0.0091, 0.0050, 0.0018, 0.0005, 0.0005, 0.0004, 0.0001, 0.0010, 0.0077, 0.0131, 0.0072, 0.0023, 0.0014, 0.0003, 0.0005, 0.0001, 0.0000, 0.0001, 0.0002, 0.0001, 0.0002, 0.0007, 0.0002, 0.0025, 0.0001, 0.0070, 0.0139, 0.0010, 0.0002, 0.0002, 0.0004, 0.0007, 0.0038, 0.0011, 0.0009, 0.0006, 0.0003, 0.0010, 0.0026, 0.0031, 0.0136, 0.0011, 0.0002, 0.0001, 0.0001, 0.0006, 0.0014, 0.0010, 0.0004, 0.0004, 0.0001, 0.0002, 0.0002, 0.1263, 0.0034, 0.0053, 0.0134, 0.0089, 0.0032, 0.0097, 0.1763, 0.0265, 0.1070, 0.0244, 0.0229, 0.0504, 0.0170, 0.0005, 0.0033, 0.0062, 0.0022, 0.0027, 0.0014, 0.0118, 0.0018, 0.0055, 0.0458, 0.0144, 0.0142, 0.0071, 0.0146, 0.0009, 0.0586],
  "total_energy_ev": -59553.49547,
  "charge": -1,
  "s_squared": 0.750,
  "orbital_gap_ev": [1.54, 8.42],
  "multiplicity": 2
}

***

{
  "formula": "C2H4N2OS",
  "method": "ωB97M-V/def2-TZVPD",
  "symbols": ["N", "N", "C", "O", "C", "S", "H", "H", "H", "H"],
  "xyz": [[0.24523, -2.05328, 0.16656], [0.41524, -0.73977, 0.16661], [-0.12883, -0.00049, -0.67506], [-0.07069, 1.40414, -0.54353], [-0.15279, 1.92087, 0.59576], [-0.15569, 3.58316, 0.62868], [0.85168, -2.47036, 0.70129], [0.19941, -2.63101, -0.72760], [-0.81296, -0.18655, -1.63763], [-0.39061, 1.17327, 1.32489]],
  "forces_ev_per_a": [[-3.802, -0.622, -4.679], [-0.119, 1.339, -0.259], [-1.877, 0.724, -2.511], [0.817, -2.977, -4.029], [-0.917, 3.776, 2.025], [0.169, -1.367, 0.987], [4.053, -2.527, 3.891], [-0.257, 1.677, 1.079], [1.760, -0.186, 2.244], [0.173, 0.164, 1.251]],
  "nbo_charge": [-0.5990, -0.2641, 0.2936, -0.4688, 0.0958, -0.1208, 0.3532, 0.3474, 0.1784, 0.1844],
  "smiles": "N/N=C/OC=S",
  "total_energy_ev": -17998.66001,
  "orbital_gap_ev": 8.93,
  "multiplicity": 1
}

***

{
  "formula": "C3H6NO2",
  "method": "ωB97M-V/def2-TZVPD",
  "symbols": ["C", "O", "N", "C", "O", "C", "H", "H", "H", "H", "H", "H"],
  "xyz": [[-1.99443, -0.31509, -0.04092], [-0.80544, -0.86911, 0.34703], [0.37629, 0.01105, -0.33996], [1.63670, -0.10551, -0.03519], [2.63387, -0.87570, 0.10163], [1.03932, 1.24081, 0.10950], [-2.68805, -1.01050, 0.43028], [-2.36723, -0.48968, -1.02524], [-2.09515, 0.66243, 0.29878], [2.38335, -1.89402, -0.03589], [0.87065, 1.78360, 0.97091], [1.01011, 1.86171, -0.78094]],
  "forces_ev_per_a": [[-1.765, -1.577, -0.019], [4.007, 1.156, -1.433], [-1.988, -3.702, 1.844], [-0.905, 0.779, -0.312], [-1.128, -2.477, -0.205], [0.612, 0.105, -3.050], [-0.213, 0.187, 0.992], [0.773, 0.297, -1.417], [-0.481, 1.713, 0.564], [0.632, 2.683, 0.412], [-0.139, 0.394, 2.358], [0.594, 0.442, 0.265]],
  "nbo_charge": [-0.2792, -0.2556, -0.1205, 0.6993, -0.5230, -0.2394, 0.2538, 0.2101, 0.1896, 0.5610, 0.2542, 0.2499],
  "smiles": "CO[N+]1=C(O)C1",
  "total_energy_ev": -8780.39178,
  "charge": 1,
  "orbital_gap_ev": 9.66,
  "multiplicity": 1
}

***

{
  "formula": "C6H6",
  "method": "ωB97M-V/def2-TZVPD",
  "symbols": ["C", "C", "C", "C", "C", "C", "H", "H", "H", "H", "H", "H"],
  "xyz": [[2.30233, -1.36159, 0.34888], [1.23705, -0.82395, 0.18948], [0.00298, -0.16903, -0.10876], [-1.11656, -0.91239, -0.78377], [-0.07950, 1.12888, 0.06284], [-0.39143, 2.20703, 0.71149], [3.25988, -1.82254, 0.41091], [-0.85303, -1.00229, -1.83891], [-1.24866, -1.91311, -0.36485], [-2.05624, -0.35717, -0.70012], [-0.74397, 1.76830, 1.63845], [-0.31287, 3.25785, 0.43436]],
  "forces_ev_per_a": [[-0.296, 0.108, -0.130], [0.537, -0.344, -0.201], [0.168, 0.199, -0.414], [-0.062, -0.146, -0.185], [0.007, -0.162, 0.034], [0.075, -0.355, -0.044], [-0.085, 0.005, 0.150], [-0.224, -0.226, -0.049], [0.071, 0.121, -0.039], [0.210, -0.091, -0.024], [-0.332, 1.362, 0.709], [-0.069, -0.470, 0.193]],
  "nbo_charge": [-0.2142, -0.0237, -0.1862, -0.6041, 0.1484, -0.4997, 0.2351, 0.2226, 0.2232, 0.2226, 0.2405, 0.2356],
  "smiles": "C#CC(C)=C=C",
  "total_energy_ev": -6315.14595,
  "orbital_gap_ev": 9.59,
  "multiplicity": 1
}

***

{
  "formula": "CH2Cl4N2",
  "method": "ωB97M-V/def2-TZVPD",
  "symbols": ["C", "N", "N", "Cl", "Cl", "Cl", "Cl", "H", "H"],
  "xyz": [[-1.37999, -0.01760, -0.02805], [-0.49314, -0.01148, -1.08569], [1.62356, 0.72506, 0.58581], [-1.43378, -1.59084, 1.01506], [0.28425, -1.29358, -1.72763], [2.45057, -0.71094, 0.63455], [2.59500, 2.08240, 0.30682], [-2.48189, 0.05762, -0.42495], [-1.16458, 0.75935, 0.72409]],
  "forces_ev_per_a": [[-2.271, -1.790, 0.856], [0.553, 1.578, -0.859], [-0.591, 0.444, 0.198], [0.053, 0.755, -0.501], [-0.496, -0.477, 0.308], [0.560, -0.079, 0.073], [0.133, -0.332, -0.049], [2.019, 0.049, 0.651], [0.039, -0.148, -0.677]],
  "nbo_charge": [-0.2299, -0.3600, -0.3980, -0.1578, 0.2527, 0.2173, 0.1796, 0.2452, 0.2509],
  "total_energy_ev": -54133.54930,
  "orbital_gap_ev": [8.84, 8.11],
  "multiplicity": 1
}